Here is C31H45AsI2LiN3O5PTe as an isolated structure in a non-equilibrium geometry from the OMol25 dataset. Energies are from the ωB97M-V functional and the def2-TZVPD basis.

Values from the calculation:
Largest force on an atom   3.6 eV/Å
E_HOMO   -3.24 eV
Kohn-Sham gap   0.15599 Ha
Net charge   -1

Geometry as XYZ:
```
90
Properties=species:S:1:pos:R:3:forces:R:3
Li -1.0884 0.9185 -0.9720 0.2 -0.3 0.4
C -5.1593 -1.4247 -0.5214 0.9 2.1 1.1
O -4.7713 -0.5927 -1.6551 0.4 -0.4 0.0
C -3.4857 -0.2811 -1.7551 3.5 -0.8 0.3
O -2.5645 -0.5121 -0.9427 -2.5 0.3 -1.0
N -3.1558 0.2090 -2.9995 -1.7 0.4 -1.8
N -1.7547 0.2705 -3.3987 -1.3 0.4 -0.6
H -6.2332 -1.3454 -0.6382 -0.1 -0.5 0.7
H -4.7296 -0.9157 0.4039 -0.9 -0.6 -1.0
H -4.7531 -2.4301 -0.5304 0.0 -0.1 -0.6
H -3.9288 0.1299 -3.7376 1.9 0.1 1.5
H -1.6628 0.8536 -4.2873 -0.4 -0.9 1.8
H -1.5163 -0.6880 -3.6515 0.3 0.3 0.0
I 2.7827 1.3152 -5.7026 -0.6 -0.6 -0.1
C 1.5410 -0.1102 -6.7604 0.4 -0.4 0.3
I 0.3951 -1.6462 -5.6828 0.7 0.7 -0.4
H 2.2221 -0.6535 -7.4272 -0.5 0.2 0.2
H 0.7785 0.4546 -7.2723 0.1 0.0 -0.2
C -6.5280 2.6306 0.7552 0.8 -0.7 0.6
C -5.6505 1.7127 1.5896 2.6 -0.4 -0.5
O -4.2521 1.5801 0.9664 -2.1 0.1 -0.1
P -2.9528 2.5463 1.0555 -0.5 -1.6 2.7
O -2.0324 2.1358 -0.0100 0.3 0.3 -1.9
Te -2.0197 2.4242 3.1868 0.2 0.0 0.7
O -3.5898 3.9773 0.9197 -0.3 1.7 -1.0
C -2.7457 5.0823 0.4526 -0.7 -0.8 0.2
C -3.0680 5.2647 -1.0198 1.0 -1.5 0.4
H -7.5414 2.4799 1.0830 -0.7 -0.1 -0.1
H -6.3932 2.4507 -0.3147 -0.1 0.2 0.2
H -6.2338 3.6123 1.0948 0.0 0.6 -0.7
H -5.9668 0.6464 1.7079 0.1 1.0 -0.2
H -5.4918 2.1781 2.5655 0.0 -0.4 0.1
H -1.6947 4.8152 0.5697 0.0 0.1 0.2
H -2.9938 5.9376 1.1006 0.1 -0.3 -0.4
H -2.7814 4.2834 -1.5177 -0.2 1.3 0.4
H -2.4674 6.0953 -1.3736 -0.2 0.2 -0.5
H -4.1302 5.3793 -1.1198 -0.5 0.4 -0.3
C 6.8846 -3.2264 -0.5354 -0.7 -1.3 1.2
C 5.3813 -3.0140 -0.6265 -0.7 0.3 0.3
C 4.5834 -3.4246 0.4710 0.4 0.3 -1.3
C 3.2534 -3.1078 0.5506 -0.9 -1.5 0.2
C 2.4777 -3.9255 1.6160 1.3 -0.1 -1.7
C 2.6099 -2.3009 -0.4216 -1.0 0.7 0.7
As 0.6576 -1.4645 -0.2106 0.9 0.4 0.5
N 0.7574 0.4039 -0.2127 0.2 -0.8 -1.0
C 1.6807 1.3231 -0.6075 -0.6 1.0 -0.3
C 1.1221 2.6904 -0.8043 0.3 -1.9 0.6
C 1.9150 3.7858 -0.9318 0.3 0.9 0.7
C 3.3303 3.6556 -0.8834 -0.6 1.7 -0.8
C 3.8616 2.4040 -0.9217 0.5 -1.4 -0.1
C 3.0823 1.2355 -0.8316 0.3 -0.8 0.8
C 0.2719 -1.5493 1.8092 2.1 1.0 -1.4
C 1.1606 -0.8889 2.6748 0.5 0.3 0.6
C 2.5035 -0.2956 2.2675 0.5 0.0 -1.4
C 0.9080 -0.8169 4.0451 -1.8 -2.0 -0.5
C -0.1825 -1.5707 4.5998 0.2 0.9 -2.3
C -0.3050 -1.7534 6.0704 0.1 -0.4 0.9
C -1.0845 -2.1495 3.6622 0.7 0.6 1.6
C -0.8649 -2.1293 2.2818 -0.3 0.1 1.4
C -1.8090 -2.8252 1.4025 -0.7 -0.7 -1.3
C 3.3109 -1.9553 -1.5552 2.1 -0.5 0.1
C 2.8171 -1.1343 -2.7051 0.7 0.9 -1.1
C 4.7132 -2.3573 -1.6609 -0.7 -0.2 0.8
H 7.3852 -2.6667 -1.2574 0.9 0.7 -1.6
H 7.1927 -4.3120 -0.6010 -0.3 1.1 0.1
H 7.2570 -2.8154 0.4240 -0.3 -0.4 -0.3
H 4.9860 -4.1210 1.1868 0.3 0.1 0.3
H 3.2316 -4.2443 2.3119 0.2 -0.4 0.6
H 2.0516 -4.8634 1.1427 -0.1 1.3 0.6
H 1.8463 -3.2482 2.1172 -1.4 0.1 0.6
H 0.0521 2.7586 -0.6283 0.1 0.3 -0.2
H 1.4447 4.7981 -0.9333 0.5 -0.8 -0.1
H 3.9409 4.5712 -0.9338 -0.2 -0.6 0.0
H 4.9392 2.2433 -1.0503 -0.3 0.3 0.2
H 3.6200 0.2506 -0.7297 -0.7 1.3 -0.2
H 2.6955 -0.4563 1.1721 -0.1 0.0 1.3
H 3.3784 -0.7688 2.8251 -1.2 0.7 -0.5
H 2.4952 0.8169 2.3368 0.1 -0.7 0.4
H 1.6124 -0.2625 4.6161 0.4 0.2 0.8
H 0.6995 -2.0699 6.3974 -0.4 0.0 0.3
H -1.0317 -2.5356 6.3714 0.4 0.3 -0.4
H -0.5596 -0.8547 6.6532 0.1 0.0 -0.4
H -1.9978 -2.5814 4.0811 0.2 -0.2 -0.3
H -2.5985 -3.2927 2.0047 -0.2 0.4 -0.3
H -1.2694 -3.6711 0.9539 -0.2 0.1 -0.2
H -2.1865 -2.1895 0.5512 0.2 -0.6 1.0
H 2.6400 -1.7995 -3.5606 0.3 0.1 0.0
H 3.6230 -0.3603 -2.9826 -1.3 -1.2 0.2
H 1.8741 -0.5872 -2.6042 0.2 -0.1 0.5
H 5.2591 -2.1307 -2.5675 0.0 0.3 -0.1
```
Forces are in eV/Å.

***

Here is C39H47ClMnN10O2S2 as an isolated structure from the OMol25 dataset. Energies are from the ωB97M-V functional and the def2-TZVPD basis.

Values from the calculation:
Largest force on an atom   0.8 eV/Å
E_HOMO (spin up / spin down)   -12.18 / -12.18 eV
Kohn-Sham gap (spin up / spin down)   0.21341 / 0.14260 Ha
Net charge   +2
2S+1   4

Geometry as XYZ:
```
102
Properties=species:S:1:pos:R:3:forces:R:3
Mn 0.0251 0.0847 -0.2084 0.0 -0.4 0.1
C 0.4773 2.0153 3.5936 0.0 0.0 0.0
C 0.7638 0.8548 2.6990 0.4 0.1 0.3
O -0.0271 0.5589 1.7788 -0.4 -0.1 -0.7
N 1.8713 0.1499 2.9019 -0.1 0.1 0.1
C 2.2139 -1.0135 2.0952 -0.1 -0.1 -0.1
C 2.9210 -0.6273 0.8185 0.1 -0.1 0.2
C 4.2828 -0.8409 0.6881 -0.1 0.1 -0.1
C 4.9413 -0.4201 -0.4582 -0.1 0.0 0.0
C 4.2084 0.2284 -1.4352 0.0 0.0 0.1
C 2.8508 0.3956 -1.2392 0.1 0.1 -0.2
N 2.2025 -0.0371 -0.1519 -0.7 0.0 -0.1
H -0.5907 2.0616 3.7936 0.0 0.0 0.0
H 0.7557 2.9301 3.0689 0.0 0.0 0.0
H 1.0259 1.9671 4.5295 0.0 0.0 0.0
H 2.5024 0.4346 3.6388 -0.1 0.0 -0.1
H 1.2899 -1.5525 1.8683 0.2 0.1 0.1
H 2.8584 -1.6554 2.6943 0.0 0.0 0.0
H 4.8235 -1.3274 1.4851 0.0 0.0 0.1
H 6.0009 -0.5861 -0.5771 0.1 0.0 0.0
H 4.6676 0.5996 -2.3379 0.0 0.0 -0.1
H 2.2530 0.8930 -1.9897 0.0 0.0 0.0
S -0.1614 -0.0976 -2.5334 0.0 0.1 0.3
C -0.6234 1.4865 -2.9957 0.1 -0.2 0.1
C -1.1631 1.7083 -4.2759 -0.1 0.2 -0.1
C -1.5125 2.9791 -4.6703 0.1 -0.3 0.2
C -2.0759 3.1918 -5.9661 0.1 0.0 0.1
N -2.5298 3.3375 -7.0075 -0.1 0.0 -0.3
C -1.3213 4.0775 -3.7861 0.1 -0.1 0.3
C -0.7858 3.8780 -2.5363 -0.1 0.1 -0.2
C -0.4368 2.5849 -2.1138 0.2 -0.1 0.3
S 0.2268 2.3534 -0.5494 -0.1 0.2 -0.2
C -1.6990 5.3971 -4.1820 0.0 -0.1 0.0
N -2.0126 6.4601 -4.4707 -0.1 0.3 -0.1
H -1.3036 0.8744 -4.9481 0.0 0.0 0.0
H -0.6453 4.7190 -1.8729 0.0 0.0 0.0
C -2.0601 -3.7734 3.1743 -0.1 0.0 -0.1
C -2.5240 -2.3927 2.7585 0.0 -0.1 0.1
N -1.5853 -1.8541 1.7882 0.0 0.2 0.0
C -0.8822 -2.5854 0.9054 -0.1 0.1 0.2
N -0.1358 -1.9278 0.0130 0.1 0.5 -0.3
C 0.5918 -2.7370 -0.9718 0.0 -0.1 -0.1
C 1.0804 -4.0408 -0.3677 -0.1 0.1 -0.1
C -0.1245 -4.7988 0.1464 0.2 0.0 -0.1
N -0.9303 -3.9273 0.9964 0.0 0.1 0.0
C -1.8400 -4.6041 1.9225 -0.1 0.0 0.2
H -2.8039 -4.2504 3.8093 0.0 0.0 0.0
H -1.1288 -3.7018 3.7385 0.0 0.0 0.0
H -2.5666 -1.7074 3.6049 0.0 0.0 0.0
H -3.5223 -2.4478 2.3199 -0.1 0.0 0.0
H -1.5138 -0.8499 1.6927 -0.1 -0.3 0.0
H 1.4303 -2.1527 -1.3543 0.0 -0.1 0.0
H -0.0623 -2.9542 -1.8252 0.1 0.0 0.0
H 1.7710 -3.8369 0.4548 0.0 0.0 0.0
H 1.6090 -4.6340 -1.1115 0.0 0.0 0.0
H 0.1858 -5.6525 0.7517 0.0 0.0 0.0
H -0.7324 -5.1837 -0.6793 0.0 0.0 0.0
H -1.3848 -5.5609 2.1798 0.0 0.0 0.0
H -2.7879 -4.8176 1.4168 0.0 0.0 0.0
C -5.4734 -2.6529 -0.0946 0.0 0.0 0.0
C -6.5905 -2.2046 -1.0384 0.0 0.0 0.0
C -6.4571 -3.0434 -2.3182 -0.1 0.1 0.0
C -7.9450 -2.5381 -0.4007 0.1 0.0 0.0
C -6.5358 -0.6791 -1.3706 0.1 0.0 0.1
O -7.3837 -0.4319 -2.4883 -0.1 0.1 -0.2
C -7.0219 0.2791 -0.2612 0.1 0.0 0.0
C -6.5604 0.1401 1.1956 -0.1 0.0 -0.1
C -7.0555 1.3086 2.0037 0.0 0.1 0.1
C -8.3674 1.3346 2.4718 0.2 0.0 0.0
C -8.8475 2.4140 3.1908 0.1 0.2 0.1
C -8.0048 3.4890 3.4491 0.1 -0.2 -0.1
Cl -8.5905 4.8393 4.3528 0.0 0.1 0.0
C -6.6940 3.4860 2.9888 -0.2 0.0 0.1
C -6.2310 2.3978 2.2700 -0.2 -0.1 0.0
C -5.1927 -0.2273 -2.0098 -0.3 -0.1 -0.3
N -4.0721 0.1729 -1.1696 0.4 -0.1 0.2
C -2.9092 -0.4407 -0.9977 -0.1 0.0 0.2
N -2.0964 0.3314 -0.2767 0.7 -0.3 -0.2
C -2.8348 1.4531 -0.0627 -0.2 0.0 0.2
N -4.0244 1.3876 -0.5911 -0.3 0.3 0.1
H -5.6291 -3.7035 0.1536 0.0 -0.1 0.0
H -5.4470 -2.0923 0.8326 0.0 0.1 0.1
H -4.4984 -2.5783 -0.5779 0.1 0.0 0.0
H -6.6413 -4.0891 -2.0787 0.0 -0.1 0.0
H -5.4570 -2.9889 -2.7492 0.1 0.0 0.0
H -7.1694 -2.7392 -3.0800 0.0 0.0 0.0
H -8.0035 -3.6080 -0.2103 0.0 -0.1 0.0
H -8.7766 -2.2955 -1.0613 -0.1 0.0 0.0
H -8.1007 -2.0242 0.5462 0.0 0.0 0.0
H -8.2923 -0.6599 -2.2558 0.1 0.1 0.0
H -8.1126 0.2089 -0.2589 0.0 0.0 0.0
H -6.7993 1.2925 -0.6043 0.0 0.0 0.0
H -5.4748 0.0951 1.2661 0.2 0.0 0.0
H -6.9567 -0.7774 1.6355 0.1 0.0 0.0
H -9.0241 0.4963 2.2792 0.0 -0.1 0.0
H -9.8633 2.4279 3.5543 -0.1 0.0 0.0
H -6.0538 4.3303 3.1938 0.0 0.1 0.0
H -5.2149 2.3992 1.8988 0.1 0.0 0.0
H -5.4334 0.6418 -2.6228 0.0 0.0 0.0
H -4.8272 -1.0102 -2.6719 0.0 0.0 0.0
H -2.6699 -1.4111 -1.3875 0.0 -0.1 -0.1
H -2.4837 2.3046 0.4925 0.0 0.1 0.0
```
Forces are in eV/Å.

***

Here is C25H27N5O11SbV as an isolated structure in a non-equilibrium geometry from the OMol25 dataset. Energies are from the ωB97M-V functional and the def2-TZVPD basis.

Values from the calculation:
Largest force on an atom   2.7 eV/Å
E_HOMO (spin up / spin down)   -8.40 / -8.40 eV
Kohn-Sham gap (spin up / spin down)   0.25690 / 0.20227 Ha
Net charge   0
2S+1   3

Geometry as XYZ:
```
70
Properties=species:S:1:pos:R:3:forces:R:3
V 0.4741 -0.0206 0.7471 -1.7 1.4 1.6
O 2.2250 -0.3345 2.3439 0.1 -0.1 -0.4
C 2.9341 -1.3064 2.1189 -0.2 -0.2 0.3
C 2.4609 -2.5931 1.6051 0.0 0.3 0.0
C 3.3617 -3.6448 1.5056 0.2 0.1 0.1
C 2.9413 -4.8443 0.9907 -0.1 -0.1 0.0
C 1.6190 -5.0446 0.6161 0.0 -0.1 0.0
C 0.7146 -4.0088 0.7241 -0.2 -0.1 0.0
C 1.1324 -2.7599 1.1749 0.1 0.1 0.0
O 0.2991 -1.7149 1.1407 0.0 -2.0 0.6
N 3.9134 -5.9381 0.8297 0.0 0.0 0.1
O 5.0613 -5.7183 1.1554 0.0 0.0 0.0
O 3.5048 -6.9868 0.3802 -0.1 -0.1 0.0
H 4.0131 -1.2466 2.3257 0.0 0.0 0.1
H 4.3876 -3.5284 1.8318 0.0 0.0 -0.1
H 1.3188 -6.0144 0.2443 0.0 0.0 0.0
H -0.3232 -4.1491 0.4526 0.0 0.0 -0.1
O 5.9148 2.9316 -2.2616 0.0 -0.1 0.0
N 5.4241 3.6670 -1.4292 0.0 0.0 0.0
O 5.8195 4.7809 -1.1625 0.0 0.0 0.0
C 4.2507 3.1695 -0.7004 0.0 0.1 0.0
C 3.6278 3.9883 0.2186 0.1 0.2 0.1
C 2.4976 3.5584 0.8803 -0.1 0.0 0.0
C 1.9663 2.2753 0.6545 0.0 -0.3 0.0
O 0.9370 1.7427 1.2491 0.7 0.8 -0.1
C 2.6583 1.4961 -0.3071 -0.2 0.1 0.3
C 3.7823 1.8991 -0.9747 0.1 -0.3 -0.2
N 2.0735 0.1843 -0.4673 1.5 0.0 -1.0
O 2.7967 -0.8437 -0.5438 -0.2 0.4 -0.3
O 0.8154 0.1613 -1.0120 0.2 0.1 -0.8
N 1.8504 4.5007 1.8052 0.1 0.0 0.0
O 2.5202 5.4377 2.1950 0.0 0.0 0.0
O 0.6966 4.2942 2.1006 -0.1 0.0 0.0
H 4.0200 4.9728 0.4283 0.0 0.0 0.0
H 4.2903 1.2611 -1.6850 0.0 0.0 0.0
C -2.9194 -3.0606 1.5995 0.1 0.1 0.0
Sb -2.5774 -2.2435 -0.3744 -0.3 -0.2 -0.3
C -2.9922 -4.1159 -1.3847 0.0 0.1 0.0
C -4.5987 -1.5439 -0.5917 0.0 0.0 0.0
H -3.3350 -4.0640 1.5057 0.0 0.0 0.0
H -3.6337 -2.4226 2.1209 0.0 0.0 0.0
H -1.9958 -3.1046 2.1791 -0.1 0.0 0.0
H -3.8293 -4.6144 -0.8929 0.0 0.0 0.0
H -2.1239 -4.7773 -1.3779 0.0 0.0 0.0
H -3.2605 -3.9095 -2.4225 0.0 0.0 0.0
H -5.2876 -2.3185 -0.2514 0.0 0.0 0.0
H -4.8002 -1.3170 -1.6396 0.0 0.0 0.0
H -4.7366 -0.6396 0.0024 0.0 0.0 0.0
C -2.5868 1.9087 -2.9844 0.1 0.0 0.0
N -2.0394 3.0115 -2.2164 -0.3 0.1 0.1
C -1.4160 4.0082 -3.0590 0.1 -0.1 -0.1
C -1.1598 2.5492 -1.1571 0.0 -0.2 -0.1
C -1.9083 1.8768 -0.0203 -0.1 0.0 0.0
C -3.1558 2.3968 0.3219 0.0 -0.1 0.1
C -3.8696 1.9210 1.4119 0.0 0.0 -0.1
C -3.3291 0.9218 2.2003 0.0 -0.1 0.1
C -2.0919 0.3873 1.8677 0.3 -0.2 -0.1
C -1.3819 0.8335 0.7502 -0.1 0.0 -0.1
H -3.3435 2.2784 -3.6771 0.0 0.0 0.0
H -3.0553 1.1885 -2.3114 0.0 0.0 0.0
H -1.8099 1.3799 -3.5648 0.0 0.0 0.0
H -2.1393 4.3670 -3.7925 0.0 0.0 0.0
H -0.5408 3.6185 -3.6095 0.0 0.0 0.0
H -1.0926 4.8567 -2.4548 0.0 0.0 0.0
H -0.6434 3.4206 -0.7404 0.0 0.0 0.0
H -0.3991 1.8723 -1.5622 0.1 0.1 0.0
H -3.5494 3.2045 -0.2818 0.0 0.0 0.0
H -4.8392 2.3396 1.6521 0.0 0.0 0.0
H -3.8557 0.5629 3.0768 0.0 0.0 0.0
H -1.6826 -0.3960 2.5030 0.0 0.0 0.0
```
Forces are in eV/Å.